141
Properties=species:S:1:pos:R:3:forces:R:3:mulliken_charge:R:1 method="wB97M-V/def2-TZVPD" total_charge=+4 multiplicity=1 gap_ha=0.03962 molar_mass_g_mol=1078.91 lumo_ev=-8.828
Sr 0.2501 -2.4591 3.3883 -0.75 1.19 -0.90 1.059
C -2.6178 -1.5321 9.4517 -0.79 0.51 0.73 -1.901
C -1.3071 -1.5945 8.6581 -1.48 -0.41 -1.07 1.554
C -0.1340 -1.0722 9.4757 0.77 -1.18 0.80 -1.130
C 0.4401 -2.0519 10.5130 0.51 -0.15 -1.66 -0.829
C 0.8450 -3.3929 9.8080 -1.38 1.00 0.49 -1.266
C -0.3648 -4.0226 9.0427 -0.91 1.18 1.38 1.510
N -1.1233 -3.0172 8.1947 -1.27 -0.23 -1.85 0.412
O -2.0454 -3.4663 7.1896 3.46 1.40 3.00 -0.637
C -1.2434 -4.6846 10.1397 -0.61 -0.26 -0.69 -1.573
C 0.2402 -5.0067 8.1576 1.44 -2.31 -1.28 -1.516
C -1.4313 -0.5572 7.4982 0.16 0.41 -0.36 -1.624
H -2.4837 -1.7007 10.5202 0.25 0.16 0.10 0.359
H -3.4489 -2.1901 9.1977 0.54 -0.44 -0.68 0.353
H -3.0599 -0.5456 9.3123 0.13 0.28 0.35 0.469
H -0.3675 -0.1819 10.0595 -0.38 0.29 -0.58 0.389
H 0.7112 -0.8824 8.8141 -0.11 0.40 -0.24 0.413
H -0.2722 -2.1813 11.3279 0.15 -0.40 0.06 0.353
H 1.3216 -1.5250 10.8783 0.06 -0.34 0.45 0.416
H 1.1152 -4.0716 10.6170 0.11 -0.28 -0.36 0.420
H 1.6515 -3.4074 9.0749 0.37 0.98 0.32 0.475
H -0.7239 -4.9324 11.0653 0.22 0.30 -0.12 0.305
H -1.5732 -5.6436 9.7402 -0.53 0.09 0.07 0.409
H -2.0948 -4.0457 10.3742 -0.05 -0.25 0.04 0.314
H -0.3062 -5.8714 7.7811 -0.87 0.56 -0.18 0.284
H 1.0138 -5.5418 8.7084 0.31 0.15 0.28 0.436
H 0.7654 -4.5354 7.3269 -0.09 0.10 -0.16 0.333
H -1.5784 0.4244 7.9487 0.38 0.05 0.48 0.406
H -2.2403 -0.5149 6.7690 -0.34 -1.20 0.16 0.314
H -0.5161 -0.4589 6.9144 0.26 -0.23 0.05 0.347
O -1.8955 -0.1932 1.0672 0.95 0.75 -1.19 -0.814
C -1.3418 0.7475 0.1060 -1.05 -1.33 2.98 -0.249
C 0.1212 0.4745 -0.4253 1.30 -0.80 0.40 -0.173
O 1.1697 -0.0071 0.4143 -1.72 0.44 -0.53 -0.783
H -1.3651 1.7476 0.5388 0.63 0.33 0.70 0.168
H -2.1033 0.9171 -0.6553 0.33 -0.62 -1.17 0.189
H 0.4024 1.4119 -0.9052 0.17 0.78 0.32 0.152
H 0.0334 -0.1426 -1.3194 -0.30 -1.00 -0.20 0.111
C 5.6211 -3.3431 -4.6660 1.36 0.62 0.79 -1.131
C 6.7174 -4.1336 -3.8383 -1.05 -0.18 -0.97 -0.358
N 7.4138 -3.4432 -2.7710 3.83 0.53 2.35 0.207
C 6.8252 -2.8332 -1.6379 0.76 -0.85 -1.97 -0.300
C 7.8170 -2.4980 -0.7816 1.34 0.72 -0.35 -0.659
N 9.0604 -2.7987 -1.3735 -3.31 -3.39 -2.79 0.159
C 8.8252 -3.5434 -2.5247 -3.91 2.82 1.50 -0.114
C 10.3569 -2.5732 -0.8926 2.08 0.99 1.06 -0.803
H 4.7210 -3.0875 -4.1070 -0.16 -0.71 -0.09 0.355
H 5.4620 -3.8259 -5.6302 -0.39 -0.41 0.43 0.364
H 5.9847 -2.3583 -4.9595 0.50 0.09 0.09 0.332
H 7.4936 -4.4570 -4.5319 -0.14 -0.17 0.05 0.317
H 6.2839 -4.9974 -3.3342 -0.17 -0.21 -0.51 0.338
H 5.7534 -2.7134 -1.6944 0.11 0.13 0.63 0.496
H 7.8273 -1.9849 0.1687 -0.27 -0.05 -0.11 0.462
H 9.5751 -4.0234 -3.1360 -0.14 0.12 -0.07 0.346
H 11.1186 -2.9862 -1.5538 -0.27 -0.09 -0.07 0.286
H 10.5424 -2.9685 0.1061 -0.28 -0.08 -0.03 0.346
H 10.5156 -1.4951 -0.8651 0.17 0.01 0.12 0.355
C -2.0636 -3.9776 -4.1833 1.02 0.14 0.24 -1.086
C -3.4531 -4.0069 -3.6616 -0.73 0.41 0.21 -0.462
N -4.3106 -3.3600 -4.6781 -0.99 -0.06 -0.36 0.175
C -5.2088 -4.0299 -5.4785 -0.53 0.65 -0.92 -0.428
C -5.6717 -3.1367 -6.4404 0.75 0.24 1.31 -0.396
N -5.0589 -1.9343 -6.1745 2.40 -1.52 3.24 0.098
C -4.2218 -2.0845 -5.0680 -1.75 -0.61 -1.53 -0.261
C -5.2154 -0.7445 -6.9202 -0.46 0.98 -1.74 -0.866
H -1.7448 -2.9353 -4.1723 0.46 -0.10 0.19 0.365
H -1.9211 -4.3134 -5.2104 -0.35 -0.36 0.10 0.343
H -1.4709 -4.5897 -3.5035 0.41 0.25 -0.18 0.348
H -3.5400 -3.4348 -2.7379 0.11 0.17 -0.03 0.297
H -3.8012 -5.0030 -3.3883 -0.33 0.02 -0.63 0.364
H -5.4692 -5.0539 -5.2547 0.08 0.09 -0.30 0.437
H -6.3955 -3.0944 -7.2408 0.03 -0.81 0.08 0.483
H -3.7143 -1.3294 -4.4860 0.16 0.19 -0.51 0.527
H -6.2674 -0.4629 -6.8741 0.25 0.68 0.28 0.339
H -5.0361 -0.9416 -7.9771 0.05 -0.30 -0.06 0.372
H -4.4683 0.0157 -6.6924 -0.48 0.04 0.59 0.347
C 8.7155 3.6800 -9.6966 1.46 1.11 -0.40 -0.907
N 8.1717 3.9186 -8.3755 -0.52 -0.09 0.97 0.051
C 7.2561 3.0170 -7.9845 -0.06 0.12 0.98 -0.308
C 6.7725 3.0941 -6.7061 -0.04 -0.88 0.49 -0.708
C 7.1699 4.0948 -5.8309 -0.65 -1.43 0.05 0.663
C 8.0993 5.0200 -6.2614 -0.90 0.45 0.54 -0.537
C 8.6097 4.9056 -7.5259 -0.23 -0.14 -1.08 -0.225
C 6.5306 4.0739 -4.4959 -0.10 -0.20 1.03 0.520
C 6.5607 2.9462 -3.6052 -0.18 0.94 0.43 -0.703
C 6.0381 3.0492 -2.3113 0.01 1.60 -1.49 -0.307
N 5.4923 4.2610 -1.9045 -0.06 -1.20 -1.00 0.040
C 5.3136 5.2975 -2.7544 1.69 -1.02 -1.76 -0.261
C 5.8450 5.1996 -4.0682 -0.11 0.76 1.79 -0.616
C 4.9672 4.4428 -0.5623 -1.07 0.12 0.34 -1.040
H 7.9765 3.2374 -10.3645 0.20 0.11 0.19 0.340
H 9.6203 3.0852 -9.5716 -0.21 -0.40 -0.25 0.370
H 9.0807 4.6393 -10.0636 -0.28 -0.06 -0.40 0.333
H 6.9754 2.2452 -8.6860 -0.02 0.08 -0.02 0.416
H 6.1347 2.3452 -6.2603 -0.37 -0.17 -0.66 0.501
H 8.1911 5.8162 -5.5375 1.17 0.48 -0.52 0.546
H 9.3103 5.5969 -7.9706 0.10 0.04 0.13 0.419
H 7.1062 2.0617 -3.8994 -0.18 -0.19 0.06 0.503
H 6.0210 2.2461 -1.5895 0.10 0.11 0.01 0.451
H 4.8851 6.2193 -2.3894 -0.22 -0.16 0.14 0.510
H 5.8440 6.0994 -4.6655 -0.35 -0.02 -0.17 0.511
H 5.6808 5.0324 0.0132 -0.33 -0.01 0.13 0.323
H 4.6624 3.5275 -0.0550 0.63 -0.25 -0.23 0.399
H 4.0040 4.9190 -0.7458 0.15 0.54 0.61 0.415
C -10.2996 -2.5041 -0.7333 -0.45 -1.37 0.71 -0.855
N -9.5573 -1.5415 0.1139 -2.42 0.73 -0.71 0.052
C -10.3072 -0.6044 0.7309 1.20 0.88 1.48 -0.294
C -9.6819 0.3797 1.5515 -2.74 -2.17 -0.86 -0.534
C -8.3215 0.3834 1.7125 -0.04 1.87 0.43 0.539
C -7.6149 -0.5256 0.9577 1.04 -0.39 -0.43 -0.674
C -8.2524 -1.4867 0.2063 1.63 0.20 -0.69 -0.215
C -7.6930 1.4948 2.5442 0.81 -1.17 -0.96 0.668
C -7.7878 1.4674 3.9153 -0.90 -0.57 0.38 -0.519
C -7.0263 2.3007 4.6783 0.17 0.52 -0.87 -0.268
N -6.1484 3.1116 4.0469 0.31 2.96 0.01 0.018
C -6.0954 3.3274 2.6886 -1.21 -2.59 1.35 -0.381
C -6.8597 2.4306 1.9419 0.93 0.44 -0.64 -0.624
C -5.4307 4.1904 4.8485 -0.42 -0.86 -0.06 -0.957
H -11.2151 -2.0835 -1.1494 0.47 0.38 -0.15 0.312
H -10.6431 -3.2922 -0.0632 -0.08 -0.02 0.19 0.409
H -9.7247 -3.0667 -1.4689 0.39 0.79 -0.07 0.313
H -11.3787 -0.6945 0.6300 0.01 0.16 -0.04 0.432
H -10.4124 0.9784 2.0752 0.40 0.55 0.10 0.452
H -6.5401 -0.4701 0.8671 0.17 -0.12 0.27 0.609
H -7.7225 -2.1249 -0.4854 0.22 -0.22 0.33 0.405
H -8.4745 0.7826 4.3906 0.02 -0.03 0.17 0.466
H -7.2047 2.3847 5.7402 0.64 0.03 0.10 0.446
H -5.4261 4.0969 2.3331 -0.01 -0.12 -0.16 0.505
H -6.7170 2.3842 0.8724 -0.14 0.35 -0.14 0.481
H -4.4378 4.3548 4.4301 -0.01 -0.35 0.22 0.364
H -5.4246 3.8178 5.8729 0.34 0.40 -0.07 0.323
H -5.9783 5.1283 4.7555 -0.19 -0.18 0.14 0.385
N -1.3665 6.6784 -4.3083 0.65 -5.27 3.27 -0.302
S -1.0559 4.9633 -4.4890 0.38 0.85 -5.52 1.049
O -2.0413 4.0163 -4.0004 1.38 0.87 -0.10 -0.526
O 0.3313 4.5999 -4.6983 -0.78 -0.09 1.64 -0.572
F -1.4229 5.1656 -6.0362 -0.65 -0.87 -0.55 -0.289
S -1.5872 6.3467 -2.7104 0.03 4.61 3.46 1.095
O -0.5333 5.7113 -1.8986 -1.07 0.30 -1.97 -0.559
O -2.9285 6.1051 -2.2600 0.30 -0.31 -0.54 -0.591
F -1.3794 7.9114 -2.3376 -0.08 -0.30 0.36 -0.310